(1)
{"formula": "C2H12N2O4", "method": "wB97M-V/def2-TZVPD", "charge": 0, "multiplicity": 1, "homo_ev": -9.57, "smiles": "NCC(N)=O.O.O.O", "species": ["N", "C", "C", "N", "O", "H", "H", "H", "H", "H", "H", "O", "H", "H", "O", "H", "H", "O", "H", "H"], "xyz": [[-0.55, 0.82, -1.45], [-0.52, 0.61, -0.01], [0.16, -0.70, 0.37], [-0.45, -1.86, 0.03], [1.21, -0.70, 1.01], [-0.92, 1.73, -1.70], [0.38, 0.66, -1.83], [-0.08, 1.47, 0.50], [-1.53, 0.49, 0.42], [-1.22, -1.84, -0.61], [-0.16, -2.73, 0.45], [1.28, 1.12, 3.23], [0.75, 0.34, 2.97], [2.15, 0.68, 3.37], [2.79, 0.65, -1.16], [2.65, 0.37, -0.25], [3.64, 1.10, -1.21], [-3.13, -0.81, -1.04], [-3.76, -1.31, -1.55], [-2.72, -0.08, -1.53]]}



(2)
{"formula": "C2H12N2O4", "method": "wB97M-V/def2-TZVPD", "charge": 0, "multiplicity": 1, "homo_ev": -9.11, "species": ["N", "C", "C", "N", "O", "H", "H", "H", "H", "H", "H", "H", "H", "O", "H", "H", "O", "H", "H", "O"], "xyz": [[-1.90, -0.26, -0.94], [-0.59, -0.89, -0.94], [0.29, 0.17, -0.23], [0.29, 1.49, -0.90], [1.62, -0.46, -0.19], [-2.60, -0.94, -1.12], [-2.06, -0.05, 0.04], [-0.74, -1.69, -0.25], [-0.19, -1.17, -1.93], [-0.45, 1.53, -1.66], [1.26, 1.91, -1.08], [2.27, 0.18, -0.75], [3.79, 0.97, -1.99], [3.10, 1.14, -1.32], [-0.10, 0.26, 0.83], [-0.30, -1.77, 3.04], [-0.26, -1.18, 2.25], [-3.26, 0.03, 2.17], [-1.20, -0.67, 2.21], [-2.38, 0.13, 1.80]]}



Most stable = (1)



(1)
{"formula": "C56H84O42", "method": "wB97M-V/def2-TZVPD", "charge": 0, "multiplicity": 1, "homo_ev": -10.52, "species": ["C", "C", "C", "O", "C", "O", "O", "H", "H", "H", "H", "H", "H", "C", "C", "C", "O", "C", "O", "O", "H", "H", "H", "H", "H", "H", "C", "C", "C", "O", "C", "O", "O", "H", "H", "H", "H", "H", "H", "C", "C", "C", "O", "C", "O", "O", "H", "H", "H", "H", "H", "H", "C", "C", "C", "O", "C", "O", "O", "H", "H", "H", "H", "H", "H", "C", "C", "C", "O", "C", "O", "O", "H", "H", "H", "H", "H", "H", "C", "C", "C", "O", "C", "O", "O", "H", "H", "H", "H", "H", "H", "C", "C", "C", "O", "C", "O", "O", "H", "H", "H", "H", "H", "H", "C", "C", "C", "O", "C", "O", "O", "H", "H", "H", "H", "H", "H", "C", "C", "C", "O", "C", "O", "O", "H", "H", "H", "H", "H", "H", "C", "C", "C", "O", "C", "O", "O", "H", "H", "H", "H", "H", "H", "C", "C", "C", "O", "C", "O", "O", "H", "H", "H", "H", "H", "H", "C", "C", "C", "O", "C", "O", "O", "H", "H", "H", "H", "H", "H", "C", "C", "C", "O", "C", "O", "O", "H", "H", "H", "H", "H", "H"], "xyz": [[15.60, 18.05, 17.60], [16.27, 19.07, 18.51], [16.19, 18.87, 20.06], [17.54, 18.37, 20.34], [18.35, 18.57, 19.29], [19.49, 18.19, 19.23], [17.67, 19.07, 18.24], [16.10, 17.97, 16.65], [14.50, 18.28, 17.49], [15.61, 17.09, 18.10], [15.96, 20.05, 18.24], [15.48, 18.05, 20.24], [15.96, 19.73, 20.67], [7.45, 18.22, 11.74], [7.78, 18.29, 13.28], [6.94, 17.37, 14.17], [7.90, 16.71, 15.00], [9.11, 16.85, 14.45], [10.08, 16.22, 14.85], [9.10, 17.75, 13.52], [8.16, 18.89, 11.26], [6.40, 18.50, 11.59], [7.61, 17.23, 11.43], [7.74, 19.31, 13.53], [6.34, 16.70, 13.56], [6.29, 18.00, 14.86], [6.93, 16.83, 18.59], [8.00, 15.86, 18.68], [9.30, 16.32, 18.10], [10.31, 15.81, 19.03], [9.73, 15.53, 20.13], [10.38, 15.27, 21.13], [8.39, 15.53, 20.07], [5.93, 16.49, 18.83], [7.05, 17.16, 17.58], [7.14, 17.77, 19.13], [7.70, 14.94, 18.17], [9.35, 17.38, 18.04], [9.50, 15.87, 17.11], [15.43, 12.08, 13.77], [16.22, 11.28, 12.79], [15.43, 10.15, 12.12], [15.02, 10.65, 10.85], [15.75, 11.77, 10.56], [15.79, 12.35, 9.55], [16.58, 12.05, 11.59], [14.52, 12.47, 13.29], [15.98, 13.01, 14.05], [15.14, 11.53, 14.70], [17.16, 10.97, 13.20], [14.48, 9.89, 12.64], [16.03, 9.23, 11.91], [15.75, 19.81, 14.31], [14.98, 20.63, 13.33], [15.17, 20.23, 11.86], [14.00, 19.46, 11.55], [13.14, 19.52, 12.54], [12.09, 18.91, 12.61], [13.57, 20.41, 13.45], [15.55, 20.20, 15.33], [16.83, 19.96, 14.18], [15.45, 18.73, 14.31], [15.15, 21.69, 13.39], [15.98, 19.62, 11.60], [15.03, 21.09, 11.21], [10.88, 11.58, 20.24], [12.22, 12.02, 20.79], [12.93, 13.22, 20.18], [13.53, 13.81, 21.37], [12.82, 13.48, 22.44], [12.95, 13.95, 23.54], [12.04, 12.38, 22.15], [11.02, 11.12, 19.26], [10.19, 12.40, 20.14], [10.53, 10.82, 20.87], [12.86, 11.18, 20.77], [12.12, 13.81, 19.80], [13.62, 13.02, 19.38], [15.39, 10.82, 18.00], [16.72, 10.43, 17.44], [17.27, 11.49, 16.46], [18.12, 12.29, 17.28], [18.40, 11.63, 18.41], [19.05, 12.03, 19.35], [17.80, 10.42, 18.45], [14.67, 10.98, 17.21], [15.59, 11.79, 18.46], [14.91, 10.13, 18.66], [16.72, 9.39, 17.05], [16.47, 12.12, 16.04], [17.92, 11.09, 15.67], [18.74, 16.60, 16.39], [18.28, 15.28, 16.96], [18.44, 15.18, 18.52], [17.08, 14.85, 18.95], [16.20, 14.74, 17.90], [15.06, 14.43, 18.07], [16.78, 15.09, 16.78], [18.12, 17.37, 16.81], [18.55, 16.51, 15.31], [19.82, 16.71, 16.62], [18.74, 14.46, 16.40], [18.74, 16.14, 18.94], [19.10, 14.34, 18.81], [11.26, 21.25, 17.44], [10.89, 20.64, 16.08], [10.63, 19.11, 16.14], [9.23, 19.06, 16.21], [8.69, 20.22, 15.91], [7.49, 20.42, 15.96], [9.60, 21.18, 15.68], [11.25, 22.31, 17.46], [12.23, 20.82, 17.78], [10.54, 20.87, 18.12], [11.58, 20.91, 15.29], [10.99, 18.74, 17.10], [10.97, 18.44, 15.36], [14.23, 17.34, 22.96], [13.04, 17.06, 22.04], [11.73, 17.86, 22.29], [11.36, 18.35, 20.99], [12.26, 17.98, 20.11], [12.18, 18.26, 18.90], [13.33, 17.42, 20.57], [14.55, 18.36, 22.87], [15.12, 16.70, 22.78], [13.92, 17.16, 23.99], [12.69, 16.04, 22.00], [11.87, 18.68, 22.98], [10.91, 17.19, 22.62], [13.42, 16.67, 14.76], [13.50, 15.57, 15.78], [12.50, 15.62, 16.94], [12.00, 14.33, 17.07], [12.57, 13.53, 16.13], [12.36, 12.32, 16.00], [13.29, 14.26, 15.26], [14.45, 16.74, 14.35], [13.12, 17.67, 15.10], [12.77, 16.34, 13.98], [14.52, 15.53, 16.17], [11.63, 16.19, 16.65], [12.87, 15.99, 17.88], [8.87, 9.25, 16.50], [10.13, 9.94, 16.28], [11.53, 9.29, 16.71], [12.38, 9.46, 15.61], [11.74, 9.87, 14.52], [12.18, 9.95, 13.44], [10.45, 10.11, 14.82], [8.09, 9.83, 15.94], [8.65, 9.24, 17.60], [8.94, 8.22, 16.13], [10.13, 10.97, 16.63], [11.37, 8.25, 16.87], [11.97, 9.75, 17.60], [11.34, 13.31, 13.14], [10.10, 12.49, 12.72], [9.09, 12.40, 13.85], [8.35, 13.62, 13.74], [8.46, 14.10, 12.40], [7.87, 15.10, 12.09], [9.35, 13.41, 11.76], [11.04, 14.22, 13.71], [11.87, 13.66, 12.25], [12.02, 12.65, 13.66], [10.37, 11.58, 12.20], [9.52, 12.46, 14.89], [8.43, 11.52, 13.72], [16.54, 16.35, 9.01], [15.59, 16.82, 10.10], [14.44, 15.86, 10.49], [15.03, 15.15, 11.64], [15.98, 15.87, 12.16], [16.57, 15.67, 13.22], [16.30, 16.95, 11.36], [15.96, 16.22, 8.09], [17.02, 15.42, 9.27], [17.28, 17.20, 8.83], [15.26, 17.81, 9.88], [14.22, 15.07, 9.75], [13.59, 16.49, 10.88]]}



(2)
{"formula": "C56H84O42", "method": "wB97M-V/def2-TZVPD", "charge": 0, "multiplicity": 1, "homo_ev": -10.71, "species": ["C", "C", "C", "O", "C", "O", "O", "H", "H", "H", "H", "H", "H", "C", "C", "C", "O", "C", "O", "O", "H", "H", "H", "H", "H", "H", "C", "C", "C", "O", "C", "O", "O", "H", "H", "H", "H", "H", "H", "C", "C", "C", "O", "C", "O", "O", "H", "H", "H", "H", "H", "H", "C", "C", "C", "O", "C", "O", "O", "H", "H", "H", "H", "H", "H", "C", "C", "C", "O", "C", "O", "O", "H", "H", "H", "H", "H", "H", "C", "C", "C", "O", "C", "O", "O", "H", "H", "H", "H", "H", "H", "C", "C", "C", "O", "C", "O", "O", "H", "H", "H", "H", "H", "H", "C", "C", "C", "O", "C", "O", "O", "H", "H", "H", "H", "H", "H", "C", "C", "C", "O", "C", "O", "O", "H", "H", "H", "H", "H", "H", "C", "C", "C", "O", "C", "O", "O", "H", "H", "H", "H", "H", "H", "C", "C", "C", "O", "C", "O", "O", "H", "H", "H", "H", "H", "H", "C", "C", "C", "O", "C", "O", "O", "H", "H", "H", "H", "H", "H", "C", "C", "C", "O", "C", "O", "O", "H", "H", "H", "H", "H", "H"], "xyz": [[0.84, -1.20, 1.29], [0.76, -0.21, 0.16], [-0.57, -0.17, -0.40], [-1.17, 1.01, -0.02], [-0.30, 1.74, 0.54], [-0.40, 2.94, 0.81], [0.85, 1.12, 0.71], [0.49, -2.18, 0.97], [0.16, -0.91, 2.08], [1.86, -1.26, 1.66], [1.61, -0.26, -0.52], [-1.21, -0.93, 0.05], [-0.68, -0.27, -1.48], [0.18, -3.91, -4.83], [1.10, -5.20, -4.70], [1.58, -5.43, -3.31], [1.40, -6.83, -3.29], [0.58, -7.29, -4.19], [0.14, -8.44, -4.26], [0.37, -6.29, -5.09], [0.01, -3.70, -5.88], [0.69, -3.01, -4.48], [-0.81, -4.15, -4.44], [1.92, -5.20, -5.42], [0.88, -4.93, -2.64], [2.55, -5.06, -2.99], [-0.89, -4.95, 4.88], [-1.36, -6.43, 4.98], [-1.01, -7.31, 3.70], [-0.57, -8.51, 4.20], [-0.19, -8.31, 5.47], [0.30, -9.18, 6.22], [-0.49, -7.10, 5.91], [0.13, -4.81, 4.52], [-1.12, -4.44, 5.81], [-1.50, -4.45, 4.12], [-2.39, -6.58, 5.29], [-0.38, -6.98, 2.88], [-1.98, -7.35, 3.20], [1.80, -0.66, -9.29], [1.26, 0.75, -9.05], [-0.24, 0.95, -9.58], [-0.97, 0.84, -8.34], [-0.11, 1.03, -7.27], [-0.40, 0.91, -6.13], [1.16, 1.22, -7.69], [2.84, -0.82, -8.97], [1.81, -0.86, -10.36], [1.33, -1.37, -8.62], [1.82, 1.44, -9.69], [-0.53, 0.10, -10.20], [-0.25, 1.98, -9.93], [4.44, -3.91, 6.84], [5.33, -4.52, 5.74], [5.28, -5.99, 5.85], [4.83, -6.53, 4.63], [4.57, -5.53, 3.83], [4.12, -5.78, 2.75], [4.67, -4.36, 4.47], [4.62, -4.27, 7.85], [3.41, -4.19, 6.61], [4.54, -2.83, 6.83], [6.34, -4.13, 5.80], [4.65, -6.27, 6.70], [6.26, -6.25, 6.25], [-6.01, -0.07, -2.76], [-5.59, 0.33, -4.16], [-6.53, -0.04, -5.34], [-6.71, 1.20, -6.00], [-6.00, 2.19, -5.36], [-5.97, 3.34, -5.73], [-5.61, 1.71, -4.16], [-7.08, 0.04, -2.63], [-5.49, 0.51, -2.01], [-5.66, -1.10, -2.91], [-4.63, -0.08, -4.46], [-7.46, -0.40, -4.89], [-6.04, -0.77, -5.99], [6.81, -1.15, 0.29], [7.75, -2.25, -0.02], [7.41, -3.23, -1.03], [8.68, -3.36, -1.76], [9.56, -2.49, -1.24], [10.70, -2.38, -1.67], [9.00, -1.72, -0.39], [6.34, -0.72, -0.60], [7.30, -0.36, 0.86], [5.88, -1.40, 0.80], [7.90, -2.93, 0.82], [6.54, -2.87, -1.57], [7.11, -4.18, -0.60], [-4.91, -6.52, -4.62], [-5.14, -6.68, -3.11], [-4.67, -7.88, -2.34], [-3.58, -7.38, -1.57], [-3.59, -6.03, -1.52], [-2.86, -5.27, -0.95], [-4.50, -5.55, -2.40], [-5.20, -7.41, -5.19], [-3.89, -6.18, -4.81], [-5.54, -5.70, -4.96], [-6.21, -6.57, -2.94], [-4.33, -8.79, -2.83], [-5.50, -8.25, -1.73], [-1.90, 5.41, 6.47], [-1.19, 5.58, 7.83], [-1.95, 4.94, 9.03], [-0.93, 4.23, 9.72], [0.21, 4.21, 8.99], [1.24, 3.71, 9.34], [0.01, 4.84, 7.85], [-2.85, 5.92, 6.31], [-2.18, 4.36, 6.40], [-1.24, 5.58, 5.62], [-0.94, 6.62, 8.03], [-2.78, 4.31, 8.71], [-2.30, 5.68, 9.75], [-5.60, 6.00, 0.01], [-6.26, 6.59, 1.25], [-7.76, 6.33, 1.43], [-7.80, 5.89, 2.76], [-6.57, 5.57, 3.26], [-6.41, 4.94, 4.28], [-5.68, 5.99, 2.43], [-5.82, 6.60, -0.87], [-6.01, 4.99, -0.10], [-4.52, 5.93, 0.11], [-6.02, 7.65, 1.21], [-8.05, 5.48, 0.81], [-8.21, 7.32, 1.38], [-4.50, -0.15, 4.31], [-5.02, -1.12, 5.36], [-4.49, -0.76, 6.78], [-5.63, -0.50, 7.53], [-6.68, -0.37, 6.76], [-7.74, 0.15, 7.16], [-6.40, -0.77, 5.50], [-3.54, -0.47, 3.90], [-4.27, 0.86, 4.64], [-5.15, 0.09, 3.47], [-4.93, -2.13, 4.98], [-3.88, 0.14, 6.88], [-3.94, -1.59, 7.24], [4.97, 2.99, 4.14], [4.93, 4.44, 3.56], [5.56, 5.60, 4.41], [6.23, 6.38, 3.54], [6.57, 5.62, 2.46], [7.39, 6.01, 1.60], [5.90, 4.44, 2.55], [4.19, 2.98, 4.90], [5.94, 2.75, 4.56], [4.67, 2.27, 3.38], [4.00, 4.76, 3.09], [6.38, 5.26, 5.04], [4.81, 6.15, 4.98], [0.30, 6.42, -2.94], [-0.04, 7.16, -4.25], [-1.25, 6.65, -4.91], [-1.83, 7.83, -5.40], [-1.27, 8.93, -4.83], [-1.65, 10.08, -4.81], [-0.34, 8.52, -3.95], [1.21, 6.93, -2.62], [0.29, 5.34, -3.08], [-0.52, 6.73, -2.29], [0.84, 7.09, -4.89], [-1.87, 6.16, -4.16], [-0.88, 5.96, -5.67], [5.41, 3.94, -3.59], [4.69, 3.00, -4.70], [5.70, 2.50, -5.75], [5.38, 1.09, -5.73], [4.61, 0.76, -4.69], [4.44, -0.38, -4.31], [4.24, 1.86, -3.98], [4.47, 4.28, -3.15], [5.94, 4.78, -4.04], [6.01, 3.40, -2.86], [3.80, 3.50, -5.08], [6.74, 2.63, -5.46], [5.58, 2.99, -6.71]]}



Most stable = (1)